Here is C34H58Br30N as an isolated structure from the Open Molecules 2025 dataset. Energies are from ωB97M-V with the def2-TZVPD basis set.

Calculated values
Total charge: -1
Spin multiplicity: 1

CARTESIAN COORDINATES (ANGSTROEM)
C (-3.726, -1.473, 5.473)
C (-3.731, -2.967, 5.205)
C (-2.282, -3.576, 4.666)
C (-2.737, -4.595, 3.420)
C (-1.764, -4.143, 2.139)
C (-2.603, -3.452, 0.903)
C (-1.586, -2.284, 0.271)
C (-1.638, -2.206, -1.371)
C (-0.127, -2.513, -1.976)
C (0.946, -1.282, -1.730)
C (0.586, 0.091, -2.554)
C (1.960, 0.875, -3.001)
C (2.113, 2.390, -2.358)
C (2.222, 2.408, -0.717)
C (2.259, 3.914, -0.060)
C (3.669, 4.725, -0.272)
C (5.025, 3.851, 0.019)
C (5.327, 3.601, 1.617)
C (6.582, 2.559, 1.899)
C (8.030, 3.082, 1.334)
C (8.378, 2.370, -0.135)
N (-1.551, -4.333, 5.753)
C (-2.477, -5.094, 6.674)
C (-1.488, -6.086, 7.588)
C (-0.995, -7.429, 6.788)
H (-3.885, -0.748, 4.539)
H (-3.560, -1.025, 6.567)
H (-4.689, -3.613, 5.418)
H (-3.857, -4.343, 3.146)
H (-2.600, -5.734, 3.698)
H (-1.131, -5.064, 1.769)
H (-1.000, -3.307, 2.517)
H (-3.565, -2.951, 1.359)
H (-2.937, -4.219, 0.069)
H (-0.454, -2.544, 0.547)
H (-1.800, -1.223, 0.716)
H (-2.411, -2.932, -1.871)
H (-1.910, -1.089, -1.674)
H (0.299, -3.442, -1.388)
H (-0.122, -2.794, -3.114)
H (1.115, -1.043, -0.595)
H (1.989, -1.676, -2.149)
H (-0.191, 0.759, -1.985)
H (0.060, -0.251, -3.568)
H (2.915, 0.252, -2.710)
H (1.951, 0.971, -4.186)
H (3.159, 2.800, -2.761)
H (1.305, 3.149, -2.770)
H (1.237, 1.890, -0.311)
H (3.148, 1.738, -0.371)
H (1.394, 4.535, -0.586)
H (1.991, 3.896, 1.092)
H (3.657, 5.632, 0.485)
H (3.776, 5.186, -1.348)
H (5.938, 4.496, -0.398)
H (5.080, 2.822, -0.546)
H (4.367, 3.191, 2.146)
H (5.619, 4.617, 2.158)
H (6.727, 2.349, 3.063)
H (6.342, 1.507, 1.413)
H (8.082, 4.250, 1.212)
H (8.865, 2.743, 2.082)
H (9.173, 1.520, -0.015)
H (7.380, 1.856, -0.525)
H (8.778, 3.187, -0.888)
H (-0.859, -3.746, 6.269)
H (-3.023, -4.407, 7.483)
H (-3.217, -5.821, 6.120)
H (-0.532, -5.410, 7.819)
H (-1.965, -6.316, 8.655)
H (-1.012, -8.346, 7.522)
H (-1.742, -7.572, 5.876)
H (0.084, -7.241, 6.323)
C (-0.936, 4.396, 3.076)
Br (-0.407, 2.638, 3.720)
Br (0.471, 5.714, 3.332)
Br (-1.545, 4.338, 1.229)
H (-1.789, 4.716, 3.684)
C (0.695, -0.147, -7.506)
Br (-0.768, 1.007, -6.947)
Br (2.160, 0.868, -8.286)
Br (1.301, -1.299, -6.060)
H (0.304, -0.801, -8.292)
C (-4.708, -2.249, -3.762)
Br (-5.187, -0.904, -2.441)
Br (-6.268, -3.214, -4.411)
Br (-3.666, -1.494, -5.220)
H (-4.068, -2.980, -3.256)
C (-2.606, 2.616, -3.134)
Br (-4.069, 3.770, -2.575)
Br (-1.141, 3.631, -3.914)
Br (-2.000, 1.465, -1.688)
H (-2.997, 1.963, -3.921)
C (-7.459, -5.341, 6.138)
Br (-6.729, -4.869, 7.878)
Br (-7.542, -3.804, 4.947)
Br (-6.504, -6.831, 5.331)
H (-8.490, -5.673, 6.303)
C (-9.679, -6.858, 2.659)
Br (-9.711, -5.184, 1.668)
Br (-10.634, -6.718, 4.348)
Br (-10.321, -8.347, 1.585)
H (-8.631, -7.066, 2.901)
C (2.227, 7.600, -2.886)
Br (2.195, 9.273, -3.877)
Br (1.272, 7.740, -1.198)
Br (1.584, 6.110, -3.960)
H (3.275, 7.391, -2.645)
C (2.956, -1.211, 2.312)
Br (1.784, 0.335, 2.452)
Br (4.385, -1.157, 3.631)
Br (1.963, -2.882, 2.389)
H (3.429, -1.166, 1.326)
C (0.635, 7.828, -7.882)
Br (2.551, 7.663, -7.585)
Br (-0.377, 6.576, -6.790)
Br (0.021, 9.658, -7.643)
H (0.450, 7.563, -8.928)
C (3.292, 4.179, -10.452)
Br (4.758, 3.148, -9.696)
Br (2.315, 3.170, -11.797)
Br (2.112, 4.877, -9.072)
H (3.736, 5.042, -10.959)

=====

Here is C34H58BrCl4KN2O2Si4 as an isolated structure from the Open Molecules 2025 dataset. Energies are from ωB97M-V with the def2-TZVPD basis set.

Calculated values
Total charge: -2
Spin multiplicity: 1
Energy relative to the best compared isomer or geometry (same formula, charge and spin) (kcal/mol): 0.0

CARTESIAN COORDINATES (ANGSTROEM)
K (1.700, -0.542, 0.902)
Cl (6.157, -0.864, 6.261)
C (4.666, -0.820, 5.360)
C (3.510, -0.358, 5.944)
Cl (3.517, 0.196, 7.597)
C (2.320, -0.334, 5.193)
Cl (0.845, 0.263, 5.920)
C (2.232, -0.761, 3.859)
O (1.143, -0.732, 3.183)
C (3.477, -1.248, 3.232)
O (3.457, -1.643, 2.005)
C (4.633, -1.256, 4.021)
Cl (6.092, -1.845, 3.263)
C (2.133, -2.744, -3.651)
Si (1.422, -0.989, -3.537)
C (1.353, -0.436, -5.364)
C (-0.393, -1.276, -3.068)
C (2.338, 0.130, -2.460)
Si (4.106, -0.175, -2.197)
C (4.552, -1.787, -1.319)
C (4.949, 1.154, -1.139)
C (5.123, -0.208, -3.811)
Si (1.841, 1.850, -2.521)
C (0.013, 2.169, -2.911)
C (2.756, 2.962, -3.770)
C (2.023, 2.779, -0.849)
C (2.604, 4.035, -0.666)
C (2.632, 4.612, 0.597)
C (2.067, 3.927, 1.662)
C (1.501, 2.688, 1.401)
N (1.481, 2.131, 0.194)
H (1.531, -3.323, -4.359)
H (2.091, -3.255, -2.685)
H (3.170, -2.759, -3.995)
H (0.784, -1.137, -5.984)
H (2.367, -0.363, -5.768)
H (0.891, 0.551, -5.463)
H (-0.858, -1.986, -3.760)
H (-0.973, -0.349, -3.095)
H (-0.480, -1.691, -2.059)
H (4.234, -1.781, -0.271)
H (5.640, -1.907, -1.319)
H (4.122, -2.665, -1.809)
H (4.514, 1.199, -0.137)
H (4.892, 2.156, -1.571)
H (6.007, 0.898, -1.023)
H (4.770, -1.004, -4.474)
H (6.188, -0.377, -3.619)
H (5.015, 0.738, -4.352)
H (-0.281, 1.765, -3.883)
H (-0.168, 3.248, -2.920)
H (-0.629, 1.725, -2.148)
H (2.644, 2.525, -4.767)
H (3.827, 3.017, -3.560)
H (2.357, 3.981, -3.801)
H (3.042, 4.550, -1.513)
H (3.096, 5.580, 0.749)
H (2.077, 4.321, 2.670)
H (1.057, 2.102, 2.205)
C (-2.930, 0.661, 3.623)
C (-3.679, 1.224, 2.401)
C (-3.017, 2.576, 2.080)
C (-5.140, 1.482, 2.802)
Si (-3.560, -0.010, 0.937)
Br (-1.464, 0.194, 0.196)
C (-4.674, 0.458, -0.557)
C (-6.128, 0.024, -0.317)
C (-4.657, 1.975, -0.799)
C (-4.172, -0.187, -1.862)
C (-3.748, -1.834, 1.490)
C (-2.514, -2.315, 2.274)
C (-3.870, -2.766, 0.272)
C (-4.993, -2.022, 2.371)
H (-2.924, 1.422, 4.411)
H (-1.889, 0.418, 3.400)
H (-3.411, -0.228, 4.035)
H (-3.104, 3.220, 2.962)
H (-3.479, 3.099, 1.241)
H (-1.956, 2.460, 1.860)
H (-5.159, 2.116, 3.696)
H (-5.676, 0.559, 3.043)
H (-5.699, 2.004, 2.023)
H (-6.542, 0.437, 0.607)
H (-6.229, -1.061, -0.276)
H (-6.751, 0.379, -1.147)
H (-5.128, 2.536, 0.009)
H (-5.215, 2.191, -1.718)
H (-3.641, 2.349, -0.936)
H (-4.175, -1.277, -1.834)
H (-3.157, 0.134, -2.105)
H (-4.829, 0.128, -2.681)
H (-1.621, -2.312, 1.659)
H (-2.690, -3.350, 2.584)
H (-2.303, -1.728, 3.171)
H (-3.028, -2.651, -0.412)
H (-4.802, -2.623, -0.280)
H (-3.851, -3.802, 0.625)
H (-4.903, -1.496, 3.322)
H (-5.110, -3.087, 2.600)
H (-5.914, -1.686, 1.882)
C (2.236, -4.052, 0.561)
C (0.814, -4.024, 0.243)
N (-0.307, -4.000, -0.007)
H (2.484, -4.996, 1.042)
H (2.509, -3.226, 1.237)
H (2.821, -3.946, -0.352)

=====

Here is a 3-piece molecular cluster, C34H58N5O10S2 overall from the Open Molecules 2025 dataset. Energies are from ωB97M-V with the def2-TZVPD basis set.

Calculated values
Total charge: +1
Spin multiplicity: 1

CARTESIAN COORDINATES (ANGSTROEM)
C (0.044, -4.307, 2.452)
C (0.485, -3.524, 1.210)
C (-0.531, -3.653, 0.073)
C (-1.767, -2.759, 0.216)
N (-1.511, -1.482, 0.921)
C (-0.787, -0.538, 0.063)
C (-0.012, 0.460, 0.924)
C (0.420, 1.649, 0.079)
C (1.513, 2.565, 0.645)
C (2.937, 2.030, 0.840)
O (3.002, 1.123, 1.915)
C (3.468, 1.578, 3.146)
O (4.568, 2.058, 3.208)
C (2.574, 1.421, 4.298)
C (3.154, 1.420, 5.572)
C (2.345, 1.322, 6.685)
C (0.965, 1.222, 6.551)
C (0.391, 1.179, 5.286)
C (1.197, 1.272, 4.165)
N (3.802, 3.276, 0.963)
C (3.354, 4.417, 1.840)
C (4.546, 5.146, 2.454)
O (4.940, 4.878, 3.546)
O (5.079, 6.099, 1.654)
C (4.088, 3.689, -0.516)
O (3.587, 4.950, -0.800)
C (3.495, 2.561, -1.369)
C (3.605, 1.361, -0.419)
C (3.012, 0.070, -0.983)
C (3.578, -1.257, -0.464)
C (3.070, -2.386, -1.354)
O (3.128, -1.528, 0.855)
O (5.045, 1.232, -0.380)
N (5.575, 0.694, 0.843)
O (6.724, 0.607, 0.766)
C (-2.755, -0.951, 1.366)
S (-3.100, -0.827, 2.941)
S (-3.922, -0.528, 0.082)
C (-4.688, 0.980, 0.711)
C (-6.127, 1.123, 0.214)
C (-6.843, 2.278, 0.939)
H (0.331, -5.355, 2.377)
H (-1.038, -4.255, 2.583)
H (0.504, -3.905, 3.355)
H (0.671, -2.486, 1.474)
H (1.434, -3.939, 0.862)
H (-0.888, -4.684, 0.065)
H (-0.044, -3.488, -0.892)
H (-2.219, -2.592, -0.765)
H (-2.516, -3.302, 0.793)
H (-0.054, -1.121, -0.497)
H (-1.445, -0.028, -0.644)
H (0.802, -0.092, 1.393)
H (-0.691, 0.799, 1.712)
H (0.665, 1.358, -0.942)
H (-0.457, 2.294, -0.032)
H (1.177, 2.930, 1.619)
H (1.535, 3.446, 0.004)
H (4.229, 1.489, 5.651)
H (2.799, 1.333, 7.666)
H (0.321, 1.169, 7.417)
H (-0.679, 1.085, 5.160)
H (0.729, 1.210, 3.197)
H (4.730, 3.055, 1.333)
H (2.781, 4.011, 2.670)
H (2.699, 5.074, 1.279)
H (6.042, 6.008, 1.645)
H (5.166, 3.746, -0.628)
H (2.957, 4.906, -1.527)
H (4.160, 2.492, -2.229)
H (2.483, 2.743, -1.720)
H (3.222, 0.082, -2.057)
H (1.937, -0.003, -0.878)
H (4.669, -1.269, -0.526)
H (3.272, -3.323, -0.835)
H (1.992, -2.324, -1.505)
H (3.602, -2.422, -2.302)
H (3.763, -1.185, 1.490)
H (-4.694, 0.962, 1.799)
H (-4.103, 1.849, 0.401)
H (-6.117, 1.337, -0.856)
H (-6.661, 0.192, 0.391)
H (-7.839, 1.973, 1.258)
H (-6.310, 2.583, 1.840)
H (-6.958, 3.153, 0.302)
C (-5.683, -3.679, -2.167)
C (-4.275, -4.195, -2.348)
O (-3.556, -4.453, -1.398)
N (-3.824, -4.360, -3.621)
C (-4.528, -4.106, -4.863)
H (-5.881, -3.603, -1.102)
H (-5.798, -2.693, -2.618)
H (-6.408, -4.360, -2.614)
H (-2.880, -4.708, -3.672)
H (-4.605, -5.020, -5.453)
H (-3.997, -3.360, -5.458)
H (-5.529, -3.740, -4.664)
C (-2.579, -0.126, -3.964)
C (-1.166, -0.598, -4.223)
O (-0.374, -0.773, -3.308)
N (-0.808, -0.833, -5.509)
C (-1.613, -0.687, -6.708)
H (-2.705, 0.005, -2.893)
H (-2.771, 0.824, -4.465)
H (-3.305, -0.862, -4.313)
H (0.143, -1.151, -5.612)
H (-1.697, -1.642, -7.228)
H (-1.158, 0.035, -7.387)
H (-2.610, -0.341, -6.456)

=====

Here is C34H59As3FO2PPd as an isolated structure from the Open Molecules 2025 dataset. Energies are from ωB97M-V with the def2-TZVPD basis set.

Calculated values
Total charge: -2
Spin multiplicity: 1

CARTESIAN COORDINATES (ANGSTROEM)
Pd (-0.914, 1.762, -0.063)
C (4.171, 2.160, -0.655)
As (2.378, 1.286, -0.591)
C (2.521, 0.495, -2.379)
C (2.981, -0.316, 0.398)
C (2.697, -0.369, 1.904)
C (3.251, 0.894, 2.580)
C (1.195, -0.545, 2.205)
As (-0.047, 1.008, 2.291)
C (0.395, 1.583, 4.157)
C (-1.508, -0.138, 2.949)
C (3.470, -1.557, 2.525)
As (3.189, -3.484, 2.158)
C (2.853, -3.612, 0.236)
C (1.331, -3.789, 2.726)
H (4.946, 1.454, -0.966)
H (4.425, 2.560, 0.328)
H (4.144, 2.991, -1.365)
H (3.273, -0.299, -2.387)
H (2.815, 1.270, -3.090)
H (1.553, 0.078, -2.658)
H (4.058, -0.424, 0.217)
H (2.458, -1.126, -0.104)
H (2.744, 1.784, 2.196)
H (4.322, 0.996, 2.381)
H (3.106, 0.858, 3.663)
H (1.084, -1.032, 3.179)
H (0.751, -1.190, 1.441)
H (0.632, 0.709, 4.771)
H (-0.485, 2.081, 4.568)
H (1.230, 2.283, 4.179)
H (-1.181, -0.741, 3.801)
H (-1.837, -0.784, 2.138)
H (-2.347, 0.491, 3.249)
H (3.358, -1.507, 3.615)
H (4.541, -1.418, 2.333)
H (3.735, -3.301, -0.325)
H (1.995, -3.011, -0.062)
H (2.645, -4.660, 0.008)
H (1.197, -3.486, 3.765)
H (1.143, -4.861, 2.651)
H (0.620, -3.259, 2.096)
C (1.140, 6.268, -0.135)
C (0.980, 4.766, 0.101)
P (-0.593, 3.918, -0.451)
C (-0.610, 4.538, -2.210)
C (-1.665, 3.820, -3.055)
C (-1.800, 5.100, 0.334)
C (-3.224, 4.545, 0.380)
H (2.122, 6.621, 0.198)
H (0.384, 6.842, 0.404)
H (1.046, 6.513, -1.194)
H (1.059, 4.531, 1.167)
H (1.794, 4.217, -0.379)
H (0.387, 4.329, -2.615)
H (-0.756, 5.624, -2.249)
H (-1.584, 2.743, -2.890)
H (-1.548, 4.033, -4.122)
H (-2.675, 4.115, -2.760)
H (-1.775, 6.069, -0.179)
H (-1.438, 5.269, 1.355)
H (-3.672, 4.500, -0.614)
H (-3.879, 5.149, 1.015)
H (-3.211, 3.522, 0.759)
F (-7.419, 3.117, -0.366)
C (-6.234, 2.409, -0.410)
C (-5.537, 2.315, -1.598)
C (-4.348, 1.604, -1.638)
C (-3.793, 0.971, -0.498)
C (-2.531, 0.274, -0.530)
C (-4.571, 1.086, 0.682)
C (-5.765, 1.793, 0.731)
H (-5.930, 2.797, -2.487)
H (-3.804, 1.536, -2.574)
H (-2.220, -0.062, -1.521)
H (-2.465, -0.544, 0.185)
H (-4.199, 0.617, 1.587)
H (-6.331, 1.873, 1.653)
C (0.036, -7.926, -1.126)
C (0.059, -6.431, -1.331)
C (-0.754, -5.596, -0.576)
C (-0.761, -4.215, -0.759)
C (-1.647, -3.349, 0.097)
C (0.060, -3.650, -1.741)
C (0.884, -4.477, -2.511)
C (1.807, -3.882, -3.543)
C (0.877, -5.852, -2.292)
C (0.132, -2.128, -1.944)
O (-0.121, -1.711, -3.085)
O (0.486, -1.480, -0.927)
H (-0.129, -8.178, -0.077)
H (0.977, -8.381, -1.441)
H (-0.766, -8.393, -1.705)
H (-1.391, -6.027, 0.193)
H (-2.018, -3.899, 0.964)
H (-2.504, -2.981, -0.472)
H (-1.101, -2.464, 0.422)
H (2.420, -3.094, -3.100)
H (1.231, -3.410, -4.338)
H (2.467, -4.645, -3.964)
H (1.538, -6.486, -2.879)

=====

Listing gap between HOMO and LUMO for the structures above in their given order: 2.96 4.81 7.30 4.45 eV.
Listing M for the structures above in their given order: 2877.96 900.01 761.00 881.00 g/mol.